This record from the OMol25 dataset describes a structure of composition C30H32BF5N2O2SbSiZr. The level of theory is wB97M-V/def2-TZVPD.

Last column: Löwdin charge in e.
CARTESIAN COORDINATES (ANGSTROEM)
Zr 0.84131 -0.27424 -1.73941  1.62
N 3.10308 0.60119 -1.30620  -0.03
C 3.52875 1.96665 -1.73214  -0.17
C 2.37143 2.98437 -1.60802  -0.06
C 1.16291 2.15566 -1.88059  -0.65
O 1.10093 1.50531 -2.98048  -0.12
O 0.39307 1.79130 -0.94386  -0.15
H 3.26398 0.47696 -0.30639  0.07
H 3.69635 -0.08994 -1.75851  0.11
H 3.82801 1.89801 -2.77466  0.13
H 4.38548 2.30161 -1.14928  0.12
H 2.49298 3.77273 -2.34896  0.14
H 2.30547 3.41855 -0.61383  0.11
C -3.49010 -0.49723 -4.71293  -0.14
Si -2.00892 0.40315 -4.04058  0.51
C -0.78509 0.64054 -5.42414  -0.15
C -2.44044 2.00589 -3.19005  -0.14
N -1.17663 -0.69625 -2.83521  -0.16
C -1.89450 -1.28916 -1.75394  -0.31
C -1.27949 -2.31827 -1.03010  -0.10
C -1.89309 -2.85957 0.09575  -0.07
C -3.12790 -2.39165 0.50518  -0.06
C -3.74810 -1.37964 -0.22151  -0.05
C -3.13974 -0.82082 -1.33203  -0.04
H -3.88907 0.07168 -5.55686  0.05
H -4.30118 -0.64209 -4.00025  0.03
H -3.19123 -1.47723 -5.09118  0.05
H -1.26966 1.28685 -6.16234  0.05
H -0.54924 -0.29176 -5.93948  0.05
H 0.14103 1.12658 -5.12263  0.03
H -2.35792 2.82600 -3.90682  0.05
H -1.76485 2.21945 -2.35993  0.02
H -3.46142 2.01192 -2.80610  0.04
H -0.35255 -2.76298 -1.39147  0.10
H -1.40003 -3.65877 0.63358  0.11
H -3.61537 -2.81876 1.37065  0.11
H -4.72015 -1.01626 0.08650  0.12
H -3.63726 -0.02306 -1.86510  0.09
F 0.39062 -5.70082 4.29739  0.08
C 0.41865 -4.51994 3.66785  -0.27
C -0.26379 -3.45413 4.22403  0.01
C -0.23186 -2.23346 3.56739  -0.10
C 0.47274 -2.08764 2.37533  -0.39
C 1.14020 -3.18757 1.83490  -0.14
C 1.12262 -4.41395 2.48293  0.00
Sb 0.49854 -0.27476 1.30727  1.59
C -0.87166 0.93366 2.33941  -0.38
C -0.64576 1.27882 3.67256  -0.12
C -1.55184 2.06823 4.36265  0.01
C -2.67983 2.50864 3.69440  -0.27
F -3.56054 3.27167 4.35267  0.08
C -2.92888 2.19729 2.37186  0.01
C -2.01209 1.40538 1.69705  -0.11
C 2.31429 0.58638 1.97970  -0.39
C 3.41192 -0.21219 2.29771  -0.11
C 4.64179 0.35684 2.60322  0.01
C 4.75141 1.73422 2.58649  -0.28
F 5.93279 2.29234 2.87643  0.08
C 3.68259 2.55919 2.28404  0.00
C 2.46370 1.97370 1.97459  -0.13
H -0.80416 -3.58859 5.15095  0.13
H -0.77217 -1.39703 3.99487  0.09
H 1.66817 -3.10350 0.89093  0.09
H 1.63388 -5.27926 2.08404  0.13
H 0.24365 0.93477 4.18838  0.11
H -1.39745 2.34392 5.39667  0.13
H -3.82028 2.57702 1.89148  0.13
H -2.19447 1.16501 0.65734  0.09
H 3.31692 -1.29224 2.32517  0.10
H 5.50063 -0.24728 2.86188  0.13
H 3.81263 3.63304 2.30363  0.13
H 1.61924 2.61210 1.73780  0.11
F -0.31654 -2.34189 -4.43491  0.19
B -0.02552 -1.45299 -3.50488  -0.52
F 1.91905 -1.80170 -1.19988  -0.51

Force components x, y, z for each atom (eV/Å):
0.335 -0.325 0.189
0.000 0.121 0.025
0.018 -0.025 0.004
-0.001 0.021 -0.018
0.008 0.048 -0.088
-0.006 0.034 -0.094
-0.003 0.236 -0.052
-0.020 0.025 0.006
0.014 -0.023 0.042
-0.023 0.000 -0.010
0.007 0.003 -0.011
0.014 -0.002 0.003
0.000 -0.001 0.001
0.009 -0.013 0.002
-0.024 -0.101 -0.035
-0.030 0.043 -0.036
0.030 0.016 -0.008
-0.105 0.147 -0.169
0.127 -0.071 0.066
-0.072 -0.100 -0.178
0.025 -0.012 -0.014
0.004 0.013 -0.004
0.034 0.032 0.049
0.005 0.046 0.077
-0.008 -0.003 0.002
0.017 0.007 0.009
-0.005 0.000 -0.008
0.004 0.014 0.013
-0.007 0.004 0.010
-0.001 -0.002 0.015
-0.005 0.008 0.009
0.005 0.007 0.000
-0.003 0.001 -0.008
-0.001 -0.026 0.013
-0.029 0.003 0.000
0.000 -0.003 -0.002
0.003 0.003 -0.007
0.020 -0.016 0.004
0.004 0.000 -0.005
-0.015 -0.002 0.016
0.013 -0.023 -0.012
-0.011 0.043 0.010
0.025 -0.099 0.066
0.026 -0.002 -0.008
-0.010 0.015 0.007
-0.244 -0.084 -0.022
0.002 0.061 0.137
-0.012 0.009 0.021
0.003 -0.012 -0.024
-0.004 0.009 0.006
0.004 -0.001 -0.002
0.000 0.008 0.002
-0.024 0.004 -0.022
0.124 0.011 0.007
0.015 -0.032 0.020
-0.024 0.005 0.003
0.008 -0.001 -0.001
-0.002 0.002 0.001
0.005 -0.008 -0.010
-0.029 0.022 -0.015
-0.002 -0.003 0.000
0.003 -0.021 -0.018
0.013 0.021 -0.002
0.006 0.001 -0.005
0.020 0.007 -0.018
-0.002 0.004 0.001
0.003 -0.003 0.001
-0.004 -0.038 -0.051
-0.014 0.010 -0.016
0.002 0.002 -0.002
0.003 0.001 0.004
-0.020 -0.008 0.012
0.187 0.100 0.071
-0.533 -0.008 -0.109
0.146 -0.097 0.158

Values from the calculation:
E_tot (eV): -68664.893
LUMO energy (eV): -3.18
Molecular weight (g mol⁻¹): 799.5
HOMO energy (hartree): -0.404
Net charge: +1
2S+1: 1



This record from the OMol25 dataset describes a structure of composition C30H32BaN11O8PS5. The level of theory is wB97M-V/def2-TZVPD.

Last column: Löwdin charge in e.
CARTESIAN COORDINATES (ANGSTROEM)
Ba -0.15982 0.70388 1.12195  1.97
C 0.88797 -2.19373 -5.01427  -0.06
N 1.28684 -1.58456 -3.76138  -0.12
C 2.35415 -1.99110 -2.99956  -0.05
C 2.35494 -1.19299 -1.88979  -0.14
N 1.31149 -0.31285 -1.94878  0.07
C 0.67781 -0.56142 -3.07195  -0.45
P -0.84228 0.26010 -3.64336  1.14
C -0.43954 1.98030 -3.22200  -0.50
N 0.78617 2.46654 -3.15327  0.06
C 0.63113 3.82124 -2.96592  -0.16
C -0.69789 4.14086 -2.93644  -0.09
N -1.37431 2.96379 -3.12975  -0.11
C -2.83039 2.83741 -3.18901  -0.03
C -1.96632 -0.20438 -2.27730  -0.48
N -2.33518 0.54652 -1.25654  0.04
C -3.21363 -0.20477 -0.51651  -0.17
C -3.38890 -1.42195 -1.10809  -0.08
N -2.61338 -1.40893 -2.24474  -0.11
C -2.40152 -2.54725 -3.11901  -0.05
H 1.74001 -2.24459 -5.69242  0.08
H 0.11234 -1.58903 -5.47596  0.05
H 0.50218 -3.20155 -4.84854  0.09
H 2.99562 -2.80339 -3.30666  0.12
H 3.03160 -1.22040 -1.04362  0.05
H 1.48182 4.47679 -2.83629  0.09
H -1.22283 5.06911 -2.76128  0.11
H -3.22397 3.61415 -3.84519  0.08
H -3.25375 2.92382 -2.19617  0.07
H -3.09532 1.86562 -3.60005  0.06
H -3.64143 0.16014 0.40807  0.08
H -3.93899 -2.29648 -0.79324  0.10
H -3.35544 -3.03680 -3.31356  0.08
H -1.69919 -3.23409 -2.64522  0.06
H -1.99713 -2.19881 -4.06845  0.05
O 2.07193 3.49944 4.24044  -0.32
S 1.33297 3.37966 3.00336  0.47
O 2.06690 3.89133 1.84652  -0.33
O 0.78185 2.04063 2.76468  -0.63
C -0.05645 4.51037 3.09749  -0.21
C 0.05321 5.49964 4.06421  -0.07
C -0.83336 6.56709 4.09831  -0.09
C -1.83422 6.65595 3.14289  -0.09
C -1.96462 5.65750 2.18580  -0.06
C -1.09383 4.57611 2.15227  -0.20
S -1.52861 3.27324 0.97680  0.39
O -1.95023 2.18048 1.85414  -0.52
O -0.32958 2.94184 0.21386  -0.54
O -2.59815 3.83225 0.18165  -0.32
H 0.86216 5.41779 4.78128  0.11
H -0.73069 7.32950 4.86121  0.09
H -2.52281 7.49322 3.14329  0.09
H -2.76133 5.68814 1.45464  0.10
O -0.49639 -3.06675 -1.19587  -0.04
C -0.08129 -2.56295 -0.13290  -0.62
O -0.52542 -1.50365 0.40518  -0.42
C 1.05311 -3.27880 0.60257  -0.16
C 1.56796 -4.40243 -0.05758  -0.06
C 2.59098 -5.17564 0.45834  -0.12
C 3.13756 -4.80877 1.68863  -0.12
C 2.64788 -3.70502 2.35845  -0.16
C 1.59147 -2.90002 1.86102  -0.66
S 1.05836 -1.61443 2.94492  0.45
H 1.11708 -4.63934 -1.01394  0.10
H 2.96506 -6.03677 -0.08576  0.08
H 3.95066 -5.38451 2.12603  0.09
H 3.07190 -3.41806 3.31591  0.08
N 2.49509 1.23377 -0.22640  0.00
N 3.44641 1.81707 0.63660  -0.05
C 4.54800 1.20227 1.01029  -0.92
N 5.17548 1.77976 2.09628  0.07
S 5.21401 -0.11957 0.20871  0.53
H 2.98702 0.70868 -0.94130  0.01
H 2.01221 2.00443 -0.69053  0.07
H 3.07033 2.60862 1.15880  0.08
H 4.56505 2.23870 2.76297  0.09
H 5.85248 1.16738 2.50959  0.06
S -4.38691 -2.23579 2.23733  0.56
C -3.31005 -3.50988 2.21795  -0.87
N -1.98384 -3.30072 2.54691  0.09
C -1.10490 -4.29084 2.75486  -0.07
C -1.49288 -5.58643 2.55949  -0.05
C -2.79624 -5.76150 2.07847  -0.15
N -3.67511 -4.79525 1.91555  0.05
H -1.62461 -2.34745 2.59152  0.09
H -0.12270 -3.96455 3.06847  0.08
H -0.80767 -6.40783 2.70515  0.10
H -3.13810 -6.75911 1.80578  0.10

Force components x, y, z for each atom (eV/Å):
1.026 -3.819 -1.394
0.012 0.040 0.153
0.037 0.074 0.075
-0.152 0.098 -0.082
-0.119 -0.267 -0.026
-0.311 -0.308 -0.279
0.200 -0.166 -0.114
-0.025 -0.325 0.162
0.124 0.143 0.012
-0.144 0.243 0.085
-0.131 -0.198 -0.029
0.057 -0.014 -0.054
-0.319 0.127 0.051
0.398 0.037 -0.091
-0.343 -0.264 0.270
0.175 0.159 0.135
0.050 0.106 -0.217
0.243 -0.037 -0.286
-0.160 0.073 0.131
-0.121 -0.012 -0.091
0.025 0.008 0.007
-0.034 0.032 -0.001
-0.007 0.023 0.036
-0.081 0.067 0.047
-0.080 -0.077 -0.149
-0.115 -0.101 -0.009
0.081 -0.144 0.000
0.021 0.033 0.000
-0.022 -0.006 0.209
0.026 0.023 0.009
0.071 -0.031 -0.152
0.067 0.100 -0.066
-0.075 0.033 -0.001
-0.131 0.116 -0.098
-0.013 0.064 -0.063
-0.169 0.009 0.136
0.142 0.055 -0.100
0.067 -0.065 0.048
1.146 1.707 1.876
0.023 0.142 -0.202
0.026 0.006 0.066
-0.093 -0.016 -0.098
0.099 -0.031 0.068
-0.031 -0.008 0.066
0.009 -0.054 0.154
-0.808 1.700 -0.017
-0.984 0.675 0.123
-0.217 1.422 -0.465
0.034 0.028 -0.071
-0.065 0.017 -0.071
-0.001 -0.002 -0.004
0.008 -0.024 0.009
0.042 0.002 0.018
0.355 0.030 0.405
0.066 0.032 0.444
-0.320 -1.970 -0.966
0.046 -0.026 -0.034
0.045 0.030 0.032
-0.020 0.064 0.004
-0.027 0.058 0.037
0.011 -0.028 -0.048
0.054 -0.040 0.001
0.034 -0.264 0.067
0.010 -0.005 0.037
-0.017 0.023 0.018
-0.063 0.057 -0.041
-0.042 -0.023 -0.091
0.104 0.506 0.299
-0.043 0.001 -0.051
0.054 0.087 -0.027
-0.129 0.143 -0.002
0.073 -0.040 0.047
0.086 0.184 0.136
0.117 -0.122 -0.158
-0.041 0.089 0.110
0.042 -0.041 -0.034
0.129 -0.098 0.069
0.065 -0.089 0.004
0.008 -0.118 0.017
-0.069 -0.242 -0.115
-0.075 0.089 -0.003
0.009 -0.016 0.024
-0.162 0.244 -0.037
0.193 -0.064 0.071
0.068 0.061 0.072
0.012 0.003 0.000
-0.020 0.041 -0.026
-0.012 0.054 0.020

Values from the calculation:
E_tot (eV): -128566.376
LUMO energy (eV): 4.09
Molecular weight (g mol⁻¹): 1003.3
HOMO energy (hartree): -0.075
Net charge: -2
2S+1: 1



This record from the OMol25 dataset describes a cluster of 2 separate species, C30H32N3 in total. The level of theory is wB97M-V/def2-TZVPD.

Last column: Löwdin charge in e.
CARTESIAN COORDINATES (ANGSTROEM)
C 5.94079 -1.60438 -3.23598  -0.09
C 5.46300 -2.83411 -3.69715  -0.08
C 4.24666 -3.33696 -3.23553  -0.04
C 3.51754 -2.62838 -2.26847  -0.23
C 2.16792 -3.13696 -1.78553  -0.11
C 1.02678 -2.49745 -2.56638  -0.37
C -0.38793 -3.08857 -2.36449  -0.13
C -1.33421 -1.96563 -2.86210  -0.16
C -0.40594 -0.76366 -3.12136  -0.21
N 0.79156 -1.07764 -2.31981  -0.04
C 4.02128 -1.42129 -1.76949  -0.07
C 5.21223 -0.90047 -2.27295  -0.09
H 6.88976 -1.20721 -3.60285  0.11
H 6.03816 -3.39770 -4.43269  0.11
H 3.85158 -4.27837 -3.62926  0.12
H 2.10601 -4.21608 -1.96688  0.12
H 2.04200 -2.97845 -0.70347  0.12
H 1.26523 -2.61485 -3.65036  0.15
H -0.49069 -4.03658 -2.90575  0.12
H -0.56465 -3.26827 -1.29303  0.11
H -1.83816 -2.26402 -3.78787  0.11
H -2.08300 -1.71325 -2.09627  0.08
H -0.12041 -0.74442 -4.19149  0.12
H -0.84236 0.20716 -2.87301  0.11
H 1.57945 -0.50459 -2.61417  0.10
H 3.46277 -0.89550 -0.98860  0.09
H 5.56813 0.06394 -1.90907  0.10
C 3.01214 3.08416 -0.28758  0.01
N 1.77769 2.65818 0.34436  -0.06
C 1.22290 1.41896 0.24077  0.06
C 0.00701 1.37010 0.96353  -0.12
C -0.83507 0.24561 1.07491  0.11
C -1.82839 0.05798 2.06586  -0.12
C -1.94221 0.63504 3.35878  0.04
N -3.14438 0.31024 3.91588  -0.06
C -3.65161 0.83973 5.16765  0.01
C -3.86467 -0.51291 3.04272  -0.16
C -3.05973 -0.71965 1.88794  -0.11
C -3.63106 -1.32772 0.78255  -0.01
C -5.00114 -1.62802 0.81317  -0.06
C -5.78555 -1.35753 1.94602  -0.06
C -5.20995 -0.82195 3.10229  0.00
C -0.19198 2.72280 1.48306  -0.11
C 0.95448 3.47626 1.12207  -0.15
C 1.10562 4.83566 1.38057  0.01
C 0.03293 5.48268 2.01889  -0.06
C -1.11809 4.76492 2.37324  -0.06
C -1.24752 3.39597 2.07916  -0.02
H 3.12876 4.16587 -0.15389  0.09
H 3.87314 2.57263 0.16559  0.11
H 2.98644 2.84823 -1.36034  0.11
H 1.68841 0.60518 -0.31386  0.12
H -0.68579 -0.55135 0.34312  0.13
H -1.22919 1.27225 3.87358  0.15
H -4.69049 0.53179 5.29917  0.09
H -3.06280 0.47473 6.02004  0.11
H -3.59804 1.93756 5.15671  0.11
H -3.00629 -1.53625 -0.09106  0.10
H -5.47148 -2.06209 -0.06748  0.11
H -6.85514 -1.54238 1.91565  0.11
H -5.79838 -0.61857 3.99580  0.11
H 2.00330 5.37540 1.08913  0.11
H 0.09129 6.54891 2.22362  0.11
H -1.93443 5.29073 2.87387  0.11
H -2.16423 2.86055 2.29851  0.11

Force components x, y, z for each atom (eV/Å):
-0.117 -0.076 0.188
-0.015 0.132 -0.039
-0.060 0.352 0.189
-0.115 -0.143 0.228
0.072 -0.025 -0.093
-0.447 -0.126 -0.816
0.367 0.155 0.287
0.032 -0.057 -0.044
0.453 -0.304 -0.381
-0.053 0.576 0.520
0.071 -0.183 -0.355
0.028 0.010 -0.030
-0.342 -0.131 0.088
-0.161 0.161 0.187
0.171 0.296 0.179
0.043 0.102 0.098
0.006 0.058 -0.259
-0.009 -0.145 0.337
-0.098 0.240 0.170
0.135 -0.098 -0.254
-0.099 0.154 0.305
0.128 -0.159 -0.370
-0.258 0.066 0.234
0.080 -0.126 0.110
-0.057 -0.218 -0.056
0.211 -0.140 -0.228
0.033 -0.268 -0.074
0.509 -0.057 -0.177
-0.539 -1.623 0.008
0.070 0.924 0.150
-0.138 -0.114 -0.035
0.423 0.333 0.749
-0.238 -0.208 0.082
-1.067 -0.207 -0.349
1.592 0.098 -0.563
0.167 0.256 0.542
0.646 0.626 -0.824
-0.383 0.391 0.737
-0.444 -0.347 -0.290
0.504 0.008 -0.018
0.390 0.059 0.271
-0.471 -0.327 -0.369
0.709 0.465 0.003
-0.553 0.033 -0.186
-0.680 0.152 0.311
0.509 -0.564 -0.172
-0.119 -0.423 -0.232
-0.079 0.716 0.402
-0.020 -0.424 -0.127
-0.252 0.199 -0.092
-0.023 0.136 0.331
-0.093 0.293 0.080
-0.104 0.134 0.005
-0.221 -0.189 -0.025
0.270 0.102 -0.027
-0.178 0.012 -0.269
-0.095 -0.346 -0.020
-0.447 0.104 0.151
0.118 0.081 0.214
0.194 -0.088 0.044
0.033 -0.057 -0.338
-0.271 -0.030 0.065
0.025 -0.240 0.019
0.223 -0.210 -0.253
0.029 0.230 0.082

Values from the calculation:
E_tot (eV): -36093.877
LUMO energy (eV): -4.39
Molecular weight (g mol⁻¹): 434.6
HOMO energy (hartree): -0.399
Net charge: +1
2S+1: 1



Result set for strongest force on any atom: 0.54; 4.19; 1.71 eV Å⁻¹, one per record in the order listed.